# 1
{
  "formula": "C13H35O20P3S2",
  "method": "ωB97M-V with the def2-TZVPD basis set",
  "symbols": ["C", "O", "P", "O", "O", "C", "O", "C", "H", "H", "H", "H", "H", "H", "H", "H", "H", "C", "O", "P", "O", "O", "C", "O", "C", "H", "H", "H", "H", "H", "H", "H", "H", "H", "C", "O", "P", "O", "O", "C", "O", "C", "H", "H", "H", "H", "H", "H", "H", "H", "H", "C", "C", "O", "S", "O", "O", "O", "H", "H", "H", "H", "C", "C", "O", "S", "O", "O", "O", "H", "H", "H", "H"],
  "xyz": [[-0.91415, 5.41589, -2.51852], [-1.71916, 4.46094, -1.77670], [-1.70930, 4.47736, -0.12534], [-1.63829, 5.76439, 0.54968], [-2.98802, 3.56788, 0.27590], [-2.92804, 2.25644, -0.34921], [-0.46700, 3.54252, 0.19566], [0.80958, 4.13992, 0.31637], [0.10027, 5.06596, -2.70981], [-0.89255, 6.45267, -2.18279], [-1.21243, 5.30437, -3.56097], [-3.16232, 1.46584, 0.36364], [-2.02049, 1.96049, -0.87540], [-3.63087, 2.07750, -1.16291], [1.27874, 4.09671, -0.66655], [1.26147, 3.48138, 1.05814], [0.73268, 5.17709, 0.64266], [-2.21015, -2.40934, 1.03468], [-1.39671, -2.25655, 2.09918], [0.05905, -3.07500, 2.04626], [0.46912, -3.77667, 0.81504], [-0.09704, -4.07204, 3.30059], [-0.60620, -3.59869, 4.54071], [1.11526, -1.99386, 2.69196], [2.43643, -2.16016, 2.42271], [-1.75318, -2.98739, 0.23148], [-2.36685, -1.39363, 0.67152], [-3.11945, -2.84703, 1.44663], [-1.53411, -4.06360, 4.87378], [-0.99709, -2.60131, 4.33939], [0.20021, -3.70258, 5.26667], [3.09300, -2.50176, 3.22292], [2.88857, -1.21085, 2.13554], [2.67359, -2.89153, 1.65008], [0.43826, 1.94641, -4.14189], [0.70655, 0.71408, -3.57868], [1.42308, 0.73097, -2.11193], [2.36853, 1.84143, -1.86251], [2.17860, -0.68448, -2.03511], [1.33710, -1.87029, -2.13390], [0.31331, 0.62988, -1.04697], [0.65737, 0.34889, 0.30739], [0.85161, 2.79299, -3.59367], [-0.63588, 2.05063, -4.29503], [0.91127, 1.86500, -5.12053], [1.31203, -2.29249, -1.12930], [1.65308, -2.60915, -2.87033], [0.32447, -1.62253, -2.45219], [0.44134, -0.63657, 0.72009], [0.17163, 1.06209, 0.97335], [1.74650, 0.39254, 0.30547], [3.04659, 4.65015, 3.76248], [1.70602, 4.26242, 4.28983], [1.42548, 2.89614, 3.95068], [2.84919, 2.19436, 3.59691], [2.96833, 1.87070, 2.15132], [3.18396, 1.11091, 4.53444], [3.72961, 3.48556, 4.01142], [3.42224, 5.50512, 4.32463], [3.03001, 5.03842, 2.74412], [0.83560, 4.78620, 3.89473], [1.64772, 4.19342, 5.37608], [-2.14668, -7.17967, -3.49748], [-3.22138, -6.08541, -3.99605], [-2.66452, -4.80462, -3.95776], [-1.18191, -4.85140, -3.19960], [-1.38854, -4.75100, -1.76341], [-0.22573, -3.97716, -3.94434], [-0.95358, -6.42040, -3.68429], [-2.17437, -8.12228, -4.04413], [-2.31667, -7.37235, -2.43820], [-4.03201, -5.90828, -3.28921], [-3.49249, -6.34592, -5.01915]],
  "lowdin_charge": [-0.09, -0.23, 0.42, -0.23, -0.18, -0.11, -0.25, -0.08, 0.07, 0.09, 0.08, 0.09, 0.06, 0.09, 0.08, 0.07, 0.08, -0.16, -0.23, 0.52, -0.22, -0.22, -0.10, -0.21, -0.17, 0.07, 0.09, 0.10, 0.09, 0.07, 0.10, 0.09, 0.09, 0.09, -0.14, -0.20, 0.38, -0.23, -0.20, -0.08, -0.21, -0.06, 0.07, 0.09, 0.09, 0.07, 0.08, 0.08, 0.06, 0.10, 0.08, -0.21, -0.17, -0.20, 0.72, -0.26, -0.25, -0.17, 0.14, 0.13, 0.14, 0.14, -0.14, -0.18, -0.22, 0.77, -0.24, -0.25, -0.22, 0.13, 0.12, 0.13, 0.13],
  "charge": 0,
  "orbital_gap_ha": 0.392,
  "mol_weight_g_mol": 668.5,
  "e_above_lowest_kj_mol": 199.9,
  "total_energy_ev": -104537.366
}

---

# 2
{
  "formula": "C17H24N6SSm",
  "method": "ωB97M-V with the def2-TZVPD basis set",
  "symbols": ["Sm", "C", "C", "C", "C", "N", "C", "C", "C", "C", "C", "C", "N", "H", "H", "H", "H", "H", "H", "H", "H", "C", "S", "C", "H", "H", "H", "H", "H", "H", "C", "C", "C", "C", "N", "C", "N", "N", "N", "H", "H", "H", "H", "H", "H", "H", "H", "H", "H"],
  "xyz": [[-0.93990, -1.23900, 0.26542], [-1.17817, 0.50382, 4.51575], [0.04620, 0.17879, 5.09934], [0.96235, -0.55988, 4.37096], [0.65031, -0.92346, 3.05217], [-0.58529, -0.62903, 2.48396], [-1.45293, 0.10079, 3.21593], [1.64289, -1.66980, 2.21218], [2.89315, -2.07300, 2.72130], [3.75577, -2.76064, 1.88125], [3.36315, -3.03036, 0.55708], [2.11677, -2.63106, 0.12658], [1.24869, -1.96860, 0.92972], [-1.94372, 1.04323, 5.10506], [0.28287, 0.53601, 6.11535], [1.90356, -0.87012, 4.86149], [-2.40365, 0.32948, 2.75075], [3.21952, -1.81748, 3.75242], [4.72205, -3.12842, 2.26615], [4.05378, -3.54171, -0.12674], [1.79082, -2.81997, -0.88881], [-3.87503, -4.04396, -0.14567], [-3.40262, -2.55139, 0.74867], [-4.35250, -1.26770, -0.08584], [-3.16867, -4.82736, 0.15640], [-3.79529, -3.86912, -1.23795], [-4.89542, -4.34568, 0.13725], [-5.41092, -1.42384, 0.14154], [-4.21997, -1.30772, -1.16729], [-4.06627, -0.28328, 0.29810], [1.03648, 2.46707, -4.86215], [1.14091, 3.44356, -3.67438], [2.34749, 3.12679, -2.75302], [-0.22342, 3.55732, -2.92460], [-0.42762, 2.39478, -1.95888], [-0.00921, 2.17380, -0.68419], [-0.35962, 0.96980, -0.27013], [-1.02059, 0.41438, -1.34783], [-1.07950, 1.23680, -2.32179], [2.02387, 2.37711, -5.34151], [0.32658, 2.80799, -5.63785], [0.74268, 1.45205, -4.54531], [1.32156, 4.44943, -4.10316], [2.31125, 2.11179, -2.32001], [2.46483, 3.85365, -1.91562], [3.25279, 3.18711, -3.37114], [-1.05346, 3.48333, -3.65861], [-0.28958, 4.52395, -2.37725], [0.53301, 2.85977, -0.04506]],
  "lowdin_spin": [5.06, 0.00, 0.00, 0.00, 0.00, -0.01, 0.00, 0.00, 0.00, 0.00, 0.00, 0.00, -0.01, 0.00, 0.00, 0.00, 0.00, 0.00, 0.00, 0.00, 0.00, 0.00, -0.01, 0.00, 0.00, 0.00, 0.00, 0.00, 0.00, 0.00, 0.00, 0.00, 0.00, 0.00, 0.00, 0.00, -0.01, -0.01, 0.00, 0.00, 0.00, 0.00, 0.00, 0.00, 0.00, 0.00, 0.00, 0.00, 0.00],
  "charge": 3,
  "orbital_gap_ha": [0.259, 0.308],
  "mol_weight_g_mol": 494.8,
  "multiplicity": 6,
  "e_above_lowest_kj_mol": 0.0,
  "total_energy_ev": -55673.094
}

---

# 3
{
  "formula": "C24H25F18NO5",
  "method": "ωB97M-V with the def2-TZVPD basis set",
  "symbols": ["C", "C", "N", "C", "C", "C", "C", "O", "F", "O", "C", "O", "O", "C", "C", "C", "C", "F", "F", "C", "F", "F", "C", "F", "F", "C", "F", "F", "C", "F", "F", "C", "F", "F", "C", "F", "F", "C", "F", "F", "F", "O", "C", "C", "C", "C", "C", "C", "H", "H", "H", "H", "H", "H", "H", "H", "H", "H", "H", "H", "H", "H", "H", "H", "H", "H", "H", "H", "H", "H", "H", "H", "H"],
  "xyz": [[1.37112, 3.09925, 1.77895], [0.29792, 4.05005, 1.31880], [0.02027, 5.13143, 1.92140], [-0.61567, 3.79690, 0.11672], [-0.23171, 2.83474, -1.00662], [-0.97299, 3.23069, -2.29708], [-2.45513, 3.00428, -2.29428], [-3.18695, 2.97584, -1.37298], [-2.91978, 2.74338, -3.54766], [1.16422, 3.05104, -1.31714], [1.80809, 1.87319, -1.44103], [2.89430, 1.74181, -1.88475], [1.02483, 0.85782, -1.02273], [-0.28239, 1.29488, -0.66378], [-1.28258, 0.36647, -1.38705], [-1.03443, 0.01766, -2.86473], [-0.25416, -1.24454, -3.21118], [1.06333, -1.10789, -2.95224], [-0.36477, -1.41961, -4.54894], [-0.75026, -2.58580, -2.55433], [-0.73457, -3.57628, -3.45449], [-2.03444, -2.40412, -2.17296], [0.03272, -3.10261, -1.30246], [-0.80726, -3.87804, -0.60378], [0.36132, -2.05921, -0.52287], [1.30373, -3.96453, -1.61971], [1.91854, -3.53155, -2.72594], [0.88971, -5.21614, -1.83942], [2.33940, -4.02421, -0.44500], [1.64574, -4.10506, 0.69863], [3.03344, -5.16386, -0.58615], [3.37120, -2.83585, -0.33359], [3.55605, -2.59172, 0.96785], [2.87101, -1.73105, -0.91075], [4.76377, -3.12358, -0.97081], [5.43475, -3.96868, -0.17976], [4.60349, -3.68262, -2.17910], [5.62145, -1.83466, -1.16277], [5.23176, -1.18281, -2.25737], [6.90428, -2.18386, -1.30385], [5.51271, -1.02767, -0.10551], [-0.35240, 1.08171, 0.71353], [-1.62079, 1.20508, 1.37648], [-2.01399, -0.09659, 2.08611], [-0.80183, -0.75295, 2.74974], [-3.17627, 0.18990, 3.06174], [-3.87701, -1.10981, 3.47231], [-2.75764, 0.97277, 4.30982], [2.00550, 3.61557, 2.50471], [2.00281, 2.73829, 0.96808], [0.92762, 2.22718, 2.26761], [0.62362, 5.26090, 2.73378], [-0.76795, 4.78209, -0.33101], [-1.59545, 3.51002, 0.50819], [-0.51207, 2.77286, -3.17335], [-0.83499, 4.31182, -2.42393], [-2.28626, 0.78564, -1.29752], [-1.29343, -0.53415, -0.77544], [-0.49430, 0.80477, -3.39797], [-1.99735, -0.09149, -3.37044], [-2.40449, 1.48880, 0.66697], [-1.53699, 2.01905, 2.10525], [-2.42300, -0.77385, 1.32252], [-0.14143, -1.20226, 2.00848], [-1.10648, -1.52668, 3.45903], [-0.21260, -0.00914, 3.29824], [-3.91620, 0.79932, 2.52067], [-3.23681, -1.71458, 4.12339], [-4.78937, -0.88917, 4.03566], [-4.15332, -1.71293, 2.60283], [-3.63094, 1.13258, 4.95001], [-2.01960, 0.41599, 4.89480], [-2.35120, 1.96201, 4.08113]],
  "lowdin_charge": [0.00, -0.37, 0.14, -0.05, -0.28, 0.01, -0.44, 0.18, 0.10, 0.11, -0.56, 0.20, 0.14, -0.35, -0.04, -0.03, -0.42, 0.13, 0.13, -0.33, 0.17, 0.15, -0.34, 0.17, 0.15, -0.35, 0.17, 0.17, -0.33, 0.17, 0.17, -0.34, 0.17, 0.16, -0.35, 0.17, 0.17, -0.54, 0.19, 0.18, 0.19, -0.06, -0.15, -0.31, -0.04, -0.40, -0.07, -0.07, 0.09, 0.08, 0.08, 0.05, 0.13, 0.11, 0.13, 0.15, 0.12, 0.11, 0.13, 0.14, 0.12, 0.12, 0.13, 0.07, 0.08, 0.09, 0.14, 0.08, 0.08, 0.08, 0.08, 0.08, 0.07],
  "charge": 0,
  "orbital_gap_ha": 0.394,
  "mol_weight_g_mol": 749.4,
  "total_energy_ev": -85937.073
}

---

# 4
{
  "formula": "C4H5NO2",
  "method": "ωB97M-V with the def2-TZVPD basis set",
  "symbols": ["O", "C", "C", "C", "N", "C", "O", "H", "H", "H", "H", "H"],
  "xyz": [[0.75080, -1.27688, -0.97976], [1.32710, -0.27619, -0.59585], [0.73557, 0.63810, 0.37772], [-0.65019, 1.22112, 0.16856], [-0.46866, 0.07877, 1.02025], [-0.90579, -1.26070, 0.16761], [-1.77491, -1.29749, -0.65426], [2.33451, -0.10358, -0.96887], [1.44743, 1.28846, 0.90660], [-1.31961, 1.01862, -0.66457], [-0.68046, 2.24821, 0.53603], [-0.51949, -2.11814, 0.72746]],
  "lowdin_charge": [0.06, -0.16, -0.23, -0.10, 0.03, -0.28, 0.05, 0.13, 0.14, 0.11, 0.11, 0.13],
  "charge": 0,
  "orbital_gap_ha": 0.362,
  "mol_weight_g_mol": 99.1,
  "e_above_lowest_kj_mol": 300.9,
  "total_energy_ev": -9811.196
}